P) DFT (ωB97M-V/def2-TZVPD) results for a single C3H7NOS2 molecule.

Geometry as XYZ:
```
14
Properties=species:S:1:pos:R:3
S 3.656 -0.444 -0.771
S 1.773 -1.522 -1.186
C 0.792 -0.910 0.283
C -0.667 -0.296 -0.072
C -1.382 0.853 0.629
N -1.926 1.857 -0.374
O -1.434 1.087 1.831
H 4.052 -1.310 0.296
H 0.793 -1.923 0.749
H 1.261 -0.137 0.950
H -1.395 -1.266 0.043
H -0.586 0.126 -1.089
H -2.688 2.418 0.013
H -2.249 1.467 -1.303
```

As for the multiplicity: 1. Its frontier orbital gap is 9.19 eV. The calculation puts the molar mass at 137.23 g/mol. Its charge is 0.

Results of the Mulliken charge analysis, in e, for atoms 1 through 5: S -0.223; S -0.095; C -0.597; C -0.361; C 0.468



Q) DFT (ωB97M-V/def2-TZVPD) results for a single C3H7NOS2 molecule.

Geometry as XYZ:
```
14
Properties=species:S:1:pos:R:3
C 2.564 -0.923 0.061
C 1.158 -0.668 0.485
C -1.439 0.431 -0.112
H 3.064 -0.045 -0.387
H 3.176 -1.276 0.891
H 2.600 -1.645 -0.778
H 0.759 -1.501 1.100
H 1.179 0.185 1.104
H -2.054 1.403 -1.872
H -3.466 1.130 0.383
N -2.293 1.042 -0.951
O -3.445 1.608 -0.514
S -0.008 -0.192 -0.916
S -1.795 0.452 1.506
```

As for the multiplicity: 1. Its frontier orbital gap is 9.50 eV. The calculation puts the molar mass at 137.23 g/mol. Its charge is 0.

Results of the Mulliken charge analysis, in e, for atoms 1 through 5: C -1.179; C -0.348; C 0.456; H 0.323; H 0.346



Energies relative to the most stable structure, in hartree: P) 0.0000; Q) 0.0251.



P) DFT (ωB97M-V/def2-TZVPD) results for 3 unconnected molecules or ions with the total composition CH10N2O2.

Geometry as XYZ:
```
15
Properties=species:S:1:pos:R:3
N 0.529 0.021 -0.944
C -0.126 1.138 -0.129
N -1.474 0.735 0.405
H 1.277 -0.183 -0.283
H 0.109 -0.871 -0.893
H -0.251 1.978 -0.939
H 0.585 1.529 0.539
H -1.953 1.606 0.447
H -1.301 0.493 1.362
H 1.414 -2.219 -3.829
H 1.224 -1.050 -2.897
O 1.627 -1.279 -3.670
H -1.404 0.241 4.044
H 0.153 0.055 4.116
O -0.688 -0.433 4.030
```

As for the multiplicity: 1. Its frontier orbital gap is 10.26 eV. The calculation puts the molar mass at 82.10 g/mol. Its charge is 0.

Results of the Mulliken charge analysis, in e, for atoms 1 through 5: N -0.620; C -0.300; N -0.625; H 0.204; H 0.280



Q) DFT (ωB97M-V/def2-TZVPD) results for 3 unconnected molecules or ions with the total composition CH10N2O2.

Geometry as XYZ:
```
15
Properties=species:S:1:pos:R:3
N -0.211 1.027 -0.806
C 0.283 -0.339 -1.035
N 0.607 -1.017 0.244
H -1.222 1.056 -0.929
H -0.078 1.301 0.155
H 1.195 -0.264 -1.640
H -0.433 -0.872 -1.656
H 0.859 -1.947 -0.082
H -0.321 -1.105 0.656
H 1.983 3.205 -1.626
H 0.759 2.348 -1.903
O 1.105 3.258 -2.018
H -2.209 -1.992 3.825
H -0.868 -2.666 3.592
O -1.449 -1.993 3.223
```

As for the multiplicity: 1. Its frontier orbital gap is 10.31 eV. The calculation puts the molar mass at 82.10 g/mol. Its charge is 0.

Results of the Mulliken charge analysis, in e, for atoms 1 through 5: N -0.621; C -0.194; N -0.650; H 0.241; H 0.237



Energies relative to the most stable structure, in hartree: P) 0.0297; Q) 0.0000.



P) DFT (ωB97M-V/def2-TZVPD) results for 3 unconnected molecules or ions with the total composition CH10N2O2.

Geometry as XYZ:
```
15
Properties=species:S:1:pos:R:3
N 1.044 1.015 1.318
C 0.641 -0.315 1.002
N 0.333 -0.524 -0.495
H 1.228 1.414 2.213
H 1.093 1.718 0.597
H -0.234 -0.624 1.576
H 1.408 -1.032 1.401
H 1.237 -0.631 -1.004
H 0.017 0.432 -0.743
H 0.296 -2.241 -1.264
H -0.302 -2.699 -2.577
O 0.158 -3.056 -1.807
H -1.576 2.118 -0.403
H -3.090 2.360 -0.085
O -2.252 2.063 0.273
```

As for the multiplicity: 1. Its frontier orbital gap is 9.49 eV. The calculation puts the molar mass at 82.10 g/mol. Its charge is 0.

Results of the Mulliken charge analysis, in e, for atoms 1 through 5: N -0.416; C -0.239; N -0.604; H 0.129; H 0.125



Q) DFT (ωB97M-V/def2-TZVPD) results for 3 unconnected molecules or ions with the total composition CH10N2O2.

Geometry as XYZ:
```
15
Properties=species:S:1:pos:R:3
N -1.630 0.911 1.326
C -0.620 1.236 0.347
N 0.185 0.079 -0.102
H -2.434 0.480 0.886
H -1.273 0.197 1.951
H -1.077 1.684 -0.525
H 0.024 2.026 0.762
H 0.932 -0.080 0.558
H 0.611 0.293 -0.993
H 3.728 -1.154 -0.920
H 3.878 0.356 -0.931
O 3.220 -0.341 -0.824
H -2.179 -2.413 -1.000
H -1.440 -1.231 -0.386
O -1.925 -2.041 -0.150
```

As for the multiplicity: 1. Its frontier orbital gap is 10.06 eV. The calculation puts the molar mass at 82.10 g/mol. Its charge is 0.

Results of the Mulliken charge analysis, in e, for atoms 1 through 5: N -0.601; C -0.562; N -0.509; H 0.292; H 0.266



Energies relative to the most stable structure, in hartree: P) 0.0299; Q) 0.0000.



P) DFT (ωB97M-V/def2-TZVPD) results for 2 unconnected molecules or ions with the total composition C5H11IN.

Geometry as XYZ:
```
18
Properties=species:S:1:pos:R:3
C 0.546 -0.622 -2.099
C 0.756 -0.505 -0.831
C -0.818 1.971 -0.002
C 0.033 -1.588 1.095
C -1.095 0.569 0.486
N 0.212 -0.302 0.445
I 3.969 0.087 0.099
H 1.435 -1.064 -2.738
H -0.399 -0.713 -2.681
H -1.791 2.647 -0.150
H -0.132 2.644 0.699
H -0.481 1.986 -0.975
H 0.049 -1.455 2.179
H -0.845 -2.150 0.864
H 0.899 -2.332 0.950
H -1.907 0.041 0.014
H -1.248 0.549 1.593
H 0.816 0.236 1.051
```

As for the multiplicity: 1. Its frontier orbital gap (alpha / beta) is 5.78 / 5.79 eV. The calculation puts the molar mass at 212.05 g/mol. Its charge is +1.

Results of the Mulliken charge analysis, in e, for atoms 1 through 5: C -0.636; C -0.095; C -1.060; C -0.947; C -0.451



Q) DFT (ωB97M-V/def2-TZVPD) results for a molecular structure, C5H11IN.

Geometry as XYZ:
```
18
Properties=species:S:1:pos:R:3
C 1.857 -0.239 -0.101
C 0.736 0.315 -0.911
C 0.697 -0.964 0.670
C -1.708 -0.510 -0.380
C -0.655 1.840 1.626
N -0.262 -0.170 0.039
I -0.065 1.094 3.365
H 2.597 -0.881 -0.583
H 2.380 0.318 0.679
H 0.705 1.284 -1.291
H 0.613 -0.225 -1.811
H 0.562 -2.051 0.568
H 0.675 -0.969 1.787
H -2.068 0.176 -1.144
H -1.638 -1.496 -0.726
H -2.462 -0.353 0.457
H -0.075 2.693 1.157
H -1.688 1.645 1.260
```

As for the multiplicity: 1. Its frontier orbital gap (alpha / beta) is 7.31 / 7.18 eV. The calculation puts the molar mass at 212.05 g/mol. Its charge is +1.

Results of the Mulliken charge analysis, in e, for atoms 1 through 5: C -0.352; C -0.738; C -0.497; C -0.951; C -0.523



Energies relative to the most stable structure, in hartree: P) 0.0463; Q) 0.0000.



P) DFT (ωB97M-V/def2-TZVPD) results for a single C8H12N2O2 molecule.

Geometry as XYZ:
```
24
Properties=species:S:1:pos:R:3
C 3.115 -2.188 1.388
C 2.441 -1.970 0.265
C 1.632 -1.165 -0.901
N 0.678 -0.149 -0.358
C 1.360 0.984 0.343
N 1.345 2.284 -0.420
C -0.311 0.301 -1.356
O -0.198 0.235 -2.621
O -1.567 0.827 -0.831
C -2.549 -0.282 -0.764
C -3.337 -0.110 0.641
C -2.590 0.300 1.832
H 3.742 -2.347 2.351
H 1.023 -1.965 -1.477
H 2.373 -0.672 -1.655
H 2.484 0.764 0.576
H 0.858 1.121 1.379
H 2.072 2.867 0.061
H 1.718 2.165 -1.382
H -1.988 -1.303 -0.819
H -3.310 -0.223 -1.634
H -4.458 -0.346 0.729
H -2.128 -0.527 2.494
H -2.405 1.396 2.160
```

As for the multiplicity: 1. Its frontier orbital gap is 6.40 eV. The calculation puts the molar mass at 168.20 g/mol. Its charge is 0.

Results of the Mulliken charge analysis, in e, for atoms 1 through 5: C -0.130; C -0.381; C -0.310; N 0.253; C -0.554



Q) DFT (ωB97M-V/def2-TZVPD) results for 2 unconnected molecules or ions with the total composition C8H12N2O2.

Geometry as XYZ:
```
24
Properties=species:S:1:pos:R:3
C -1.717 -0.312 -1.395
C -0.630 -1.364 0.426
C 0.058 -0.147 0.053
C 1.464 -0.804 0.034
C 2.706 0.355 0.165
C 1.998 1.865 0.187
C 0.940 1.987 1.218
C 0.005 0.750 1.373
H -2.020 -2.386 -0.896
H 1.546 -1.572 0.870
H 1.653 -1.505 -0.836
H 3.130 0.266 1.236
H 3.441 0.207 -0.793
H 1.379 1.880 -0.764
H 2.603 2.639 0.284
H 1.329 2.212 2.217
H 0.406 2.925 1.025
H -0.937 1.117 1.584
H 0.465 -0.168 1.965
H -0.957 1.673 -0.824
N -1.730 -1.299 -0.418
N -0.440 0.303 -1.326
O -2.583 0.274 -2.055
O -0.641 -2.062 1.401
```

As for the multiplicity: 1. Its frontier orbital gap is 9.40 eV. The calculation puts the molar mass at 168.20 g/mol. Its charge is 0.

Results of the Mulliken charge analysis, in e, for atoms 1 through 5: C 0.437; C -0.111; C 1.140; C -1.108; C -0.579



Energies relative to the most stable structure, in hartree: P) 0.1776; Q) 0.0000.